Record 1
{"formula": "C15H35ClN5O5", "method": "ωB97M-V/def2-TZVPD", "species": ["Cl", "C", "C", "O", "N", "C", "H", "H", "H", "H", "H", "H", "H", "C", "C", "O", "N", "C", "H", "H", "H", "H", "H", "H", "H", "C", "C", "O", "N", "C", "H", "H", "H", "H", "H", "H", "H", "C", "C", "O", "N", "C", "H", "H", "H", "H", "H", "H", "H", "C", "C", "O", "N", "C", "H", "H", "H", "H", "H", "H", "H"], "xyz": [[0.07, 0.42, 0.29], [1.79, 0.60, -3.18], [2.41, 1.55, -2.17], [3.30, 2.34, -2.49], [1.95, 1.38, -0.97], [2.57, 1.97, 0.18], [2.45, -0.26, -3.32], [1.79, 0.96, -4.21], [0.81, 0.16, -2.95], [0.99, 1.06, -0.89], [3.50, 2.40, -0.18], [2.78, 1.13, 0.86], [2.02, 2.70, 0.77], [-1.97, 2.58, -1.49], [-2.48, 1.24, -2.03], [-3.10, 1.15, -3.05], [-2.29, 0.21, -1.20], [-2.85, -1.10, -1.52], [-1.44, 2.34, -0.57], [-2.78, 3.28, -1.25], [-1.22, 3.09, -2.10], [-1.55, 0.13, -0.52], [-3.94, -1.11, -1.54], [-2.81, -1.83, -0.71], [-2.52, -1.47, -2.49], [-1.17, -2.40, 0.41], [-2.32, -1.65, 1.06], [-3.37, -2.27, 1.17], [-2.13, -0.31, 1.26], [-3.16, 0.61, 1.67], [-0.27, -2.46, 1.03], [-1.06, -1.92, -0.56], [-1.37, -3.45, 0.18], [-1.21, 0.09, 1.26], [-3.72, 1.10, 0.87], [-2.59, 1.31, 2.29], [-3.80, 0.21, 2.46], [1.32, 2.37, 2.75], [1.17, 1.08, 3.53], [1.29, 1.20, 4.74], [1.00, -0.08, 2.91], [0.82, -1.34, 3.66], [0.37, 2.83, 3.03], [1.23, 2.09, 1.70], [2.21, 2.97, 2.91], [0.99, -0.12, 1.90], [-0.14, -1.42, 4.18], [1.57, -1.34, 4.44], [0.77, -2.25, 3.05], [2.84, -1.41, -0.12], [1.94, -1.68, -1.32], [2.50, -1.86, -2.39], [0.69, -1.70, -1.19], [-0.15, -1.94, -2.36], [2.47, -1.81, 0.82], [2.67, -0.33, -0.14], [3.90, -1.65, -0.27], [0.40, -1.43, -0.26], [-1.22, -1.86, -2.17], [0.04, -2.95, -2.73], [0.04, -1.13, -3.06]], "mulliken_charge": [-0.338, -0.505, 0.736, -0.780, -0.108, -1.235, 0.304, 0.477, -0.510, -0.373, 0.407, 0.400, 0.592, -0.877, 0.689, -0.698, 1.414, -1.484, 0.078, 0.291, 0.303, -1.285, 0.494, 0.422, 0.485, 0.809, 0.292, -0.721, 0.110, -1.161, -0.022, -1.139, 0.383, 0.459, 0.233, 0.344, 0.388, 0.019, 0.636, -0.734, 0.439, -1.160, 0.243, -0.561, 0.342, -0.291, 0.331, 0.424, 0.363, -0.243, 0.942, -0.788, 0.590, -0.703, 0.121, -0.362, 0.433, -0.628, 0.105, 0.345, 0.267], "relative_energy_kcal_mol": 218.77, "charge": -1}

Record 2
{"formula": "C15H35O9PS", "method": "ωB97M-V/def2-TZVPD", "species": ["C", "P", "C", "O", "C", "O", "O", "S", "H", "H", "H", "H", "H", "H", "H", "C", "O", "C", "C", "O", "C", "C", "O", "C", "H", "H", "H", "H", "H", "H", "H", "H", "H", "H", "H", "H", "H", "H", "C", "O", "C", "C", "O", "C", "C", "O", "C", "H", "H", "H", "H", "H", "H", "H", "H", "H", "H", "H", "H", "H", "H"], "xyz": [[7.08, -2.23, -0.21], [6.14, -0.58, -0.39], [6.34, 0.24, -2.09], [4.53, -0.60, 0.23], [3.52, -0.97, -0.76], [3.03, -0.07, -1.65], [2.85, -2.31, -0.84], [3.98, -3.55, -1.12], [7.06, -2.75, -1.28], [8.22, -1.95, -0.04], [6.66, -2.97, 0.59], [7.02, -0.49, -2.75], [5.36, 0.39, -2.72], [6.99, 1.23, -1.99], [4.54, -3.49, -2.41], [0.96, 1.24, 0.01], [0.20, 0.89, 1.15], [0.82, -0.14, 1.93], [0.54, 0.07, 3.42], [1.29, 1.15, 4.00], [0.90, 2.47, 3.62], [-0.46, 2.91, 4.17], [-1.51, 2.29, 3.43], [-2.67, 2.05, 4.22], [0.98, 0.42, -0.71], [0.49, 2.11, -0.46], [1.98, 1.52, 0.29], [1.91, -0.15, 1.76], [0.39, -1.09, 1.61], [0.86, -0.83, 3.95], [-0.53, 0.19, 3.62], [0.97, 2.60, 2.54], [1.66, 3.13, 4.05], [-0.58, 3.99, 4.05], [-0.52, 2.65, 5.23], [-2.42, 1.49, 5.12], [-3.37, 1.45, 3.63], [-3.15, 3.00, 4.48], [-1.90, -1.55, 0.24], [-3.07, -1.12, -0.43], [-3.33, 0.27, -0.25], [-3.96, 0.88, -1.51], [-3.03, 1.07, -2.59], [-2.56, -0.12, -3.24], [-3.64, -0.83, -4.07], [-4.54, -1.53, -3.22], [-5.85, -1.61, -3.76], [-2.05, -1.50, 1.32], [-1.70, -2.58, -0.06], [-1.04, -0.94, -0.06], [-2.41, 0.82, -0.01], [-4.03, 0.37, 0.58], [-4.32, 1.88, -1.26], [-4.83, 0.32, -1.85], [-2.08, -0.79, -2.53], [-1.78, 0.22, -3.92], [-3.17, -1.56, -4.73], [-4.17, -0.09, -4.68], [-6.23, -0.61, -4.01], [-6.51, -2.03, -2.99], [-5.86, -2.25, -4.64]], "mulliken_charge": [-0.788, 0.112, -0.782, -0.083, 0.596, -0.510, -0.195, -0.156, 0.207, 0.304, 0.279, 0.275, 0.277, 0.283, 0.178, -1.020, -0.052, -0.121, -0.675, -0.498, -0.222, -0.617, -0.163, -0.811, 0.220, 0.321, 0.422, 0.133, 0.435, 0.433, 0.164, 0.010, 0.415, 0.401, 0.374, 0.380, 0.171, 0.324, -0.309, -0.355, -0.228, -0.407, -0.493, -0.154, -0.645, -0.251, -0.809, 0.384, 0.339, -0.176, 0.081, 0.375, 0.437, 0.107, 0.014, 0.411, 0.406, 0.346, 0.354, 0.228, 0.327]}

Record 3
{"formula": "C15H35OS5SbW", "method": "ωB97M-V/def2-TZVPD", "species": ["W", "S", "S", "S", "S", "C", "C", "C", "S", "O", "C", "C", "C", "H", "H", "H", "H", "H", "H", "H", "H", "H", "H", "H", "H", "H", "H", "C", "C", "C", "Sb", "C", "C", "C", "C", "C", "C", "H", "H", "H", "H", "H", "H", "H", "H", "H", "H", "H", "H", "H", "H", "H", "H", "H", "H", "H", "H", "H"], "xyz": [[-0.05, 0.84, 1.39], [0.03, -1.31, 2.39], [1.00, 0.29, 3.31], [-0.94, 2.74, 2.08], [-0.48, 2.74, 0.06], [2.73, 2.66, -1.94], [3.81, 1.60, -2.06], [3.72, 0.54, -0.97], [2.13, -0.34, -1.05], [1.31, 0.41, 0.07], [2.57, -1.93, -0.33], [3.22, -2.80, -1.41], [2.23, -3.32, -2.45], [2.85, 3.42, -2.71], [2.77, 3.16, -0.97], [1.73, 2.24, -2.07], [4.80, 2.05, -1.98], [3.78, 1.12, -3.04], [3.75, 0.97, 0.04], [4.50, -0.22, -1.05], [1.62, -2.37, 0.00], [3.20, -1.76, 0.54], [3.69, -3.64, -0.89], [4.04, -2.27, -1.89], [1.48, -3.96, -1.98], [2.74, -3.90, -3.20], [1.71, -2.50, -2.96], [-3.74, 2.02, -1.25], [-3.92, 1.46, 0.16], [-5.36, 1.01, 0.38], [-2.53, -0.16, 0.59], [-2.30, -1.38, -1.19], [-1.48, -0.65, -2.25], [-3.66, -1.80, -1.73], [-3.31, -1.35, 2.23], [-3.49, -0.43, 3.44], [-4.55, -2.17, 1.89], [-4.33, 2.93, -1.34], [-4.11, 1.32, -2.00], [-2.70, 2.27, -1.49], [-3.66, 2.21, 0.90], [-5.63, 0.18, -0.28], [-6.02, 1.84, 0.14], [-5.56, 0.71, 1.41], [-1.75, -2.26, -0.84], [-2.02, 0.22, -2.63], [-1.30, -1.31, -3.09], [-0.51, -0.30, -1.88], [-4.21, -0.94, -2.11], [-4.28, -2.32, -1.00], [-3.51, -2.48, -2.58], [-2.49, -2.04, 2.45], [-4.30, 0.28, 3.30], [-2.58, 0.13, 3.68], [-3.73, -1.04, 4.32], [-5.38, -1.56, 1.57], [-4.86, -2.69, 2.80], [-4.34, -2.92, 1.13]], "mulliken_charge": [0.408, -0.171, -0.094, -0.026, -0.117, -0.935, -0.508, -0.834, 0.396, 0.281, -0.717, -0.418, -1.169, 0.417, 0.293, 0.178, 0.396, 0.309, 0.375, 0.541, 0.359, 0.447, 0.433, 0.283, 0.322, 0.391, 0.304, -1.392, 0.477, -1.347, 0.008, 0.364, -1.025, -1.265, 0.579, -1.275, -1.337, 0.503, 0.266, 0.235, 0.468, 0.291, 0.488, 0.291, 0.458, 0.246, 0.508, 0.026, 0.205, 0.258, 0.505, 0.248, 0.274, 0.240, 0.469, 0.243, 0.488, 0.361], "relative_energy_kcal_mol": 8.76, "charge": 2}

Record 4
{"formula": "C15H36Br2ClO2P3", "method": "ωB97M-V/def2-TZVPD", "species": ["C", "C", "C", "C", "C", "P", "Cl", "P", "O", "C", "Br", "C", "C", "Br", "P", "C", "O", "H", "H", "H", "H", "H", "H", "H", "H", "H", "H", "H", "H", "H", "H", "H", "H", "H", "H", "H", "H", "H", "H", "C", "C", "C", "C", "C", "C", "H", "H", "H", "H", "H", "H", "H", "H", "H", "H", "H", "H", "H", "H"], "xyz": [[3.14, -4.99, -2.48], [2.01, -4.26, -3.27], [0.77, -3.98, -2.30], [0.33, -2.51, -2.57], [-0.34, -2.52, -3.99], [-0.75, -1.67, -1.26], [-1.47, -3.64, -0.59], [0.19, -1.55, 0.81], [-0.69, -2.38, 1.75], [-2.56, -1.13, -1.34], [-3.61, -2.45, -2.45], [-2.96, 0.27, -1.87], [-4.48, 0.48, -1.47], [-3.01, 0.40, -3.87], [0.09, 0.34, -1.58], [0.58, 0.68, -3.34], [1.59, 0.31, -0.75], [4.07, -4.98, -3.07], [3.30, -4.51, -1.50], [2.82, -6.04, -2.36], [1.69, -4.97, -4.06], [2.35, -3.35, -3.79], [0.02, -4.72, -2.62], [1.16, -4.17, -1.29], [1.28, -1.94, -2.58], [0.50, -2.55, -4.71], [-0.97, -3.41, -4.13], [-0.87, -1.58, -4.19], [1.50, -2.09, 0.84], [0.11, -0.22, 1.33], [-2.99, -1.26, -0.33], [-2.46, 1.13, -1.43], [-5.10, 0.01, -2.25], [-4.73, -0.02, -0.53], [-4.70, 1.56, -1.47], [1.19, 1.61, -3.32], [-0.25, 0.90, -4.02], [1.22, -0.08, -3.82], [2.21, -0.29, -1.19], [1.79, 5.33, 4.97], [1.03, 4.09, 5.42], [1.34, 2.85, 4.58], [0.96, 2.97, 3.10], [-0.52, 3.28, 2.83], [-1.46, 2.19, 3.34], [1.53, 5.62, 3.95], [1.56, 6.18, 5.62], [2.87, 5.16, 5.02], [-0.05, 4.30, 5.42], [1.29, 3.87, 6.46], [0.83, 1.99, 5.02], [2.41, 2.64, 4.64], [1.22, 2.03, 2.60], [1.57, 3.74, 2.62], [-0.66, 3.39, 1.76], [-0.79, 4.24, 3.28], [-1.23, 1.23, 2.87], [-2.49, 2.45, 3.10], [-1.39, 2.07, 4.42]], "mulliken_charge": [-1.294, -0.424, -0.995, 0.573, -1.637, 0.141, -0.312, 0.796, -0.699, -0.740, -0.013, -0.394, -1.313, -0.083, 0.200, -0.978, -0.525, 0.364, 0.342, 0.316, 0.284, 0.404, 0.467, 0.489, 0.230, 0.420, 0.365, 0.302, 0.081, -0.106, 0.717, 0.606, 0.422, 0.380, 0.371, 0.378, 0.266, 0.269, 0.314, -1.186, -0.390, -0.762, -0.388, -0.437, -0.988, 0.286, 0.379, 0.291, 0.238, 0.367, 0.327, 0.380, 0.151, 0.312, 0.352, 0.301, 0.115, 0.370, 0.298]}

| no. | LUMO (Ha) | strongest force on any atom (Eh/bohr) | frontier orbital gap (eV) |
| --- | --- | --- | --- |
| 1 | 0.1049 | 0.10667 | 9.165 |
| 2 | -0.0179 | 0.18246 | 7.664 |
| 3 | -0.2966 | 0.01295 | 6.466 |
| 4 | -0.0068 | 0.08954 | 8.049 |